A.
Computed, not measured: C3H2O4 in the gas phase, with ωB97M-V/def2-TZVPD.

Last column: natural (NBO) charge in e.
CARTESIAN COORDINATES (ANGSTROEM)
C -0.052 -0.901 -0.521  0.6766
C 1.250 0.771 0.269  0.6252
C -1.258 -0.162 0.214  0.3186
O 1.155 -0.621 -0.080  -0.4876
O -0.370 -1.864 -1.187  -0.4971
O 2.047 1.170 1.085  -0.4763
O -1.377 1.019 0.461  -0.4716
H 0.753 1.404 -0.476  0.1541
H -2.148 -0.817 0.235  0.1583

Its spin multiplicity is 1. The calculation puts the HOMO energy at -10.9 eV. Its LUMO energy is -0.943 eV. The total charge is 0.


B.
Computed, not measured: 2 unconnected molecules or ions with the total composition C3H2O4, with ωB97M-V/def2-TZVPD.

Last column: natural (NBO) charge in e.
CARTESIAN COORDINATES (ANGSTROEM)
C -0.241 -0.518 -0.018  0.3252
C 0.538 0.720 0.269  0.3301
C 4.170 0.405 -0.441  1.0050
O 0.144 -1.636 0.152  -0.4161
O 1.670 0.934 0.647  -0.4387
O 4.417 -0.199 0.516  -0.4716
O 3.914 1.441 -1.038  -0.5314
H -1.257 -0.169 -0.308  0.1100
H -0.056 1.522 -0.222  0.0875

Its spin multiplicity is 1. The calculation puts the HOMO energy at -10.4 eV. Its LUMO energy is -1.488 eV. The total charge is 0.


Most stable of them? A.


A.
Computed, not measured: C2H4N2OS2 in the gas phase, with ωB97M-V/def2-TZVPD.

Last column: natural (NBO) charge in e.
CARTESIAN COORDINATES (ANGSTROEM)
C -1.150 -0.384 0.698  0.3732
C 0.941 0.740 0.643  0.3288
H 0.179 -1.157 2.352  0.4357
H -1.773 -1.262 2.201  0.4491
H 1.040 0.856 1.763  0.1971
H 3.409 0.925 -1.806  0.1201
N -0.873 -0.917 1.871  -0.8391
N 2.005 0.686 0.054  -0.6062
O -0.429 0.595 -0.119  -0.4956
S -2.644 -0.556 -0.056  -0.2027
S 2.264 0.267 -1.512  0.2395

Its spin multiplicity is 1. The calculation puts the HOMO energy at -8.3 eV. Its LUMO energy is 0.227 eV. The total charge is 0.


B.
Computed, not measured: C2H4N2OS2 in the gas phase, with ωB97M-V/def2-TZVPD.

Last column: natural (NBO) charge in e.
CARTESIAN COORDINATES (ANGSTROEM)
C 0.139 -0.123 0.357  0.2852
C -0.609 1.211 0.359  0.4122
H 2.163 -0.859 0.941  0.4196
H 1.261 0.519 1.977  0.4066
H -1.455 -2.870 -1.182  0.1427
H 0.310 1.096 -2.219  0.2020
N 1.418 0.073 1.066  -0.8503
N -0.059 -1.248 -0.241  -0.5322
O -0.744 1.812 1.369  -0.4915
S -1.715 -1.504 -1.083  0.0815
S -0.708 1.894 -1.345  -0.0758

Its spin multiplicity is 1. The calculation puts the HOMO energy at -9.0 eV. Its LUMO energy is -0.279 eV. The total charge is 0.


Most stable of them? B.


A.
Computed, not measured: C2H4N2OS2 in the gas phase, with ωB97M-V/def2-TZVPD.

Last column: natural (NBO) charge in e.
CARTESIAN COORDINATES (ANGSTROEM)
C 0.825 -0.069 -0.128  -0.1291
C -2.864 -0.459 -0.519  -0.0897
H 0.169 2.016 1.275  0.4625
H 1.478 1.756 -0.561  0.3873
H -3.103 -1.082 0.396  0.1565
H -3.591 -0.075 -1.336  0.2114
N 0.670 1.240 -0.354  -0.3165
N -1.617 -0.121 -0.548  -0.5520
O -0.324 1.932 0.380  -0.5252
S 2.303 -0.657 -0.212  -0.0534
S -0.646 -0.764 0.673  0.4482

Its spin multiplicity is 1. The calculation puts the HOMO energy at -8.7 eV. Its LUMO energy is 0.158 eV. The total charge is 0.


B.
Computed, not measured: C2H4N2OS2 in the gas phase, with ωB97M-V/def2-TZVPD.

Last column: natural (NBO) charge in e.
CARTESIAN COORDINATES (ANGSTROEM)
C -0.719 0.265 1.620  0.4106
C 1.437 -0.655 -2.450  -0.0869
N 1.361 -0.144 -1.346  -0.4570
N -1.417 0.130 0.577  -0.6162
O 0.583 0.239 1.737  -0.6604
S -1.558 0.548 3.145  -0.0018
S -0.603 -0.092 -0.882  0.3721
H 2.239 -0.747 -3.041  0.1914
H 0.505 -0.886 -2.946  0.1538
H 0.993 0.329 0.815  0.5247
H -2.821 1.013 2.771  0.1698

Its spin multiplicity is 1. The calculation puts the HOMO energy at -8.5 eV. Its LUMO energy is -0.292 eV. The total charge is 0.


C.
Computed, not measured: a molecular structure, C2H4N2OS2, with ωB97M-V/def2-TZVPD.

Last column: natural (NBO) charge in e.
CARTESIAN COORDINATES (ANGSTROEM)
C -0.400 0.112 -0.806  -0.1416
C 1.724 -0.378 2.523  -0.1187
H -2.593 -0.503 1.345  0.4679
H -2.217 -1.040 -1.223  0.4087
H 2.117 0.824 2.559  0.1770
H 2.007 -1.072 3.348  0.2045
N -1.676 -0.365 -0.533  -0.3340
N 0.830 -0.832 1.592  -0.5231
O -1.648 -0.980 0.769  -0.5508
S -0.085 0.816 -2.300  -0.1028
S 0.825 0.410 0.431  0.5129

Its spin multiplicity is 1. The calculation puts the HOMO energy at -8.4 eV. Its LUMO energy is -0.105 eV. The total charge is 0.


Most stable of them? B.


A.
Computed, not measured: a molecular structure, C2H4N2OS2, with ωB97M-V/def2-TZVPD.

Last column: natural (NBO) charge in e.
CARTESIAN COORDINATES (ANGSTROEM)
C -0.578 -0.690 -1.310  0.2274
C -0.057 0.573 0.717  -0.1046
H 2.319 -2.363 -1.587  0.1253
H -1.441 -0.982 -1.953  0.2152
H -2.260 0.971 0.823  0.4677
H 1.081 0.276 0.852  0.2559
N 0.510 -1.373 -1.469  -0.6360
N -0.870 0.264 -0.254  -0.1729
O -1.997 1.141 -0.373  -0.5322
S 1.964 -1.293 -0.819  0.2802
S -0.551 1.383 2.098  -0.1259

Its spin multiplicity is 1. The calculation puts the HOMO energy at -8.8 eV. Its LUMO energy is -0.275 eV. The total charge is 0.


B.
Computed, not measured: C2H4N2OS2 in the gas phase, with ωB97M-V/def2-TZVPD.

Last column: natural (NBO) charge in e.
CARTESIAN COORDINATES (ANGSTROEM)
C -0.692 0.502 0.379  0.1527
C 1.444 0.264 1.091  -0.0591
H -2.938 -1.157 -0.769  0.4953
H -0.736 1.508 0.803  0.1947
H 1.017 -1.271 -1.934  0.1323
H 0.765 0.551 1.999  0.2135
N -1.895 0.195 -0.136  -0.1160
N 0.655 0.172 -0.006  -0.6462
O -1.820 -0.958 -0.987  -0.5635
S 1.079 0.110 -1.557  0.2648
S 3.122 0.084 1.116  -0.0685

Its spin multiplicity is 1. The calculation puts the HOMO energy at -8.8 eV. Its LUMO energy is -0.156 eV. The total charge is 0.


Most stable of them? A.


A.
Computed, not measured: 2 unconnected molecules or ions with the total composition CH3O4S, with ωB97M-V/def2-TZVPD.

Last column: natural (NBO) charge in e.
CARTESIAN COORDINATES (ANGSTROEM)
C -1.831 0.328 -0.051  0.3376
O 2.376 -0.376 1.617  -0.9867
O 2.164 -0.675 -0.992  -0.9706
O -2.309 -0.746 -0.479  -0.6267
O 0.199 0.177 0.391  -1.0594
S 1.752 0.304 0.493  1.6520
H -1.916 0.627 0.947  0.1036
H -1.768 1.262 -0.633  0.0905
H 1.335 -0.902 -1.292  0.4597

Its spin multiplicity is 1. The calculation puts the HOMO energy at -4.5 eV. Its LUMO energy is 3.895 eV. The total charge is -1.


B.
Computed, not measured: 2 unconnected molecules or ions with the total composition CH3O4S, with ωB97M-V/def2-TZVPD.

Last column: natural (NBO) charge in e.
CARTESIAN COORDINATES (ANGSTROEM)
C -1.323 0.117 0.951  -0.7446
O -1.614 1.532 -1.380  -0.9772
O -0.853 2.794 0.487  -0.9904
O 0.253 -2.922 0.187  -0.4697
O -0.298 -2.418 1.390  -0.3608
S -1.660 1.651 0.058  1.7016
H -0.838 -0.010 1.951  0.2157
H -2.173 -0.568 0.847  0.1951
H 1.160 -3.159 0.408  0.4302

Its spin multiplicity is 1. The calculation puts the HOMO energy (spin up / spin down) at -4.3 / -2.7 eV. Its LUMO energy (spin up / spin down) is 3.442 / 2.485 eV. The total charge is -1.


Most stable of them? A.


A.
Computed, not measured: C17H16N2O3 in the gas phase, with ωB97M-V/def2-TZVPD.

Last column: natural (NBO) charge in e.
CARTESIAN COORDINATES (ANGSTROEM)
O 0.025 -1.217 -1.866  -0.5573
C 0.643 -0.667 -0.971  0.5449
C 1.867 -1.265 -0.388  -0.1081
C 2.290 -0.965 0.906  -0.1900
C 3.422 -1.568 1.421  -0.2192
C 4.142 -2.470 0.654  -0.1832
C 3.721 -2.782 -0.629  -0.2167
C 2.585 -2.190 -1.145  -0.1687
H 2.238 -2.420 -2.141  0.2314
H 4.280 -3.488 -1.226  0.2176
H 5.031 -2.931 1.058  0.2163
H 3.746 -1.333 2.424  0.2180
H 1.726 -0.269 1.511  0.2217
C 0.253 0.674 -0.468  -0.2582
C 1.265 1.618 -0.416  -0.1075
C 0.986 2.960 -0.198  -0.0650
C -0.340 3.378 -0.061  -0.1240
C -1.350 2.457 -0.081  -0.3034
C -1.096 1.071 -0.237  0.3523
N -2.103 0.188 -0.111  -0.3990
C -3.488 0.593 0.063  -0.2147
C -4.267 -0.719 0.082  -0.4061
H -5.190 -0.640 0.652  0.2208
C -3.261 -1.685 0.697  -0.4062
H -3.491 -2.728 0.493  0.2227
C -1.958 -1.244 0.040  -0.2142
H -1.075 -1.478 0.641  0.2030
H -1.833 -1.723 -0.940  0.2255
H -3.211 -1.542 1.778  0.2018
H -4.507 -1.029 -0.935  0.2087
H -3.805 1.249 -0.752  0.2061
H -3.611 1.126 1.015  0.1895
H -2.364 2.801 0.033  0.2205
H -0.545 4.429 0.071  0.2470
N 2.045 3.907 -0.145  0.5307
O 1.753 5.081 0.000  -0.3956
O 3.188 3.494 -0.240  -0.3956
H 2.290 1.326 -0.590  0.2543

Its spin multiplicity is 1. The calculation puts the HOMO energy at -8.3 eV. Its LUMO energy is -0.144 eV. The total charge is 0.


B.
Computed, not measured: C17H16N2O3 in the gas phase, with ωB97M-V/def2-TZVPD.

Last column: natural (NBO) charge in e.
CARTESIAN COORDINATES (ANGSTROEM)
O 1.496 -0.004 -3.227  -0.6077
O -2.060 2.916 -1.887  -0.6023
O -2.614 -0.668 1.221  -0.4380
C 1.580 -0.009 -2.030  0.6535
C -1.410 1.912 -1.995  0.6784
C -2.921 1.189 2.483  -0.3266
C -3.363 1.551 1.136  -0.2989
C 1.659 0.065 0.717  -0.2731
C 0.817 0.911 0.036  0.0344
C -2.456 -0.093 2.494  0.2813
C -3.115 0.394 0.401  0.2690
C 4.080 -2.742 -1.294  -0.2316
C 4.237 -2.619 0.110  -0.1618
C 3.342 -1.803 -2.020  -0.1294
C 3.424 -1.607 0.698  -0.1948
C 2.436 -0.903 -1.312  -0.1563
C 2.597 -0.837 0.018  -0.0406
N -2.021 0.665 -1.706  -0.6425
N 0.704 0.837 -1.322  -0.4370
C -1.833 -0.836 3.698  -0.6581
C -3.304 0.460 -1.086  -0.2753
C 0.167 2.090 -2.002  -0.3039
H -2.760 1.817 3.411  0.2250
H -3.748 2.511 0.787  0.2433
H 1.823 0.181 1.786  0.2156
H 0.172 1.544 0.585  0.2226
H 4.697 -3.479 -1.845  0.2165
H 4.857 -3.308 0.589  0.2179
H 3.420 -1.797 -3.093  0.2341
H 3.574 -1.365 1.719  0.2065
H -1.461 -0.125 -2.056  0.4072
H -1.606 -0.130 4.599  0.2323
H -2.628 -1.585 3.990  0.2309
H -0.850 -1.243 3.514  0.2285
H -3.926 -0.432 -1.254  0.2281
H -3.955 1.259 -1.335  0.2429
H 0.401 2.264 -3.067  0.2666
H 0.550 3.024 -1.460  0.2430

Its spin multiplicity is 1. The calculation puts the HOMO energy at -8.3 eV. Its LUMO energy is 0.164 eV. The total charge is 0.


C.
Computed, not measured: C17H16N2O3 in the gas phase, with ωB97M-V/def2-TZVPD.

Last column: natural (NBO) charge in e.
CARTESIAN COORDINATES (ANGSTROEM)
O -1.348 -0.588 1.559  -0.6459
C -0.703 0.195 0.885  0.7133
N 0.617 0.380 1.072  -0.4331
C 1.495 1.247 0.328  -0.2266
C 2.738 0.537 -0.159  -0.0468
C 3.578 1.198 -1.047  -0.1928
C 4.733 0.596 -1.508  -0.2130
C 5.058 -0.681 -1.083  -0.2082
C 4.228 -1.341 -0.197  -0.1893
C 3.065 -0.743 0.274  -0.0087
C 2.164 -1.469 1.231  -0.4342
C 1.318 -0.470 2.014  -0.2175
H 1.954 0.157 2.648  0.1898
H 0.575 -0.978 2.629  0.2520
H 1.496 -2.126 0.666  0.2325
H 2.749 -2.089 1.912  0.2182
H 4.479 -2.337 0.139  0.2098
H 5.958 -1.159 -1.440  0.2137
H 5.376 1.121 -2.199  0.2134
H 3.320 2.195 -1.377  0.2055
H 1.804 2.080 0.981  0.2004
H 0.979 1.677 -0.530  0.2221
C -1.371 1.053 -0.201  -0.5264
C -2.816 0.686 -0.316  0.0008
C -3.803 1.648 -0.140  -0.2000
C -5.147 1.321 -0.177  -0.1772
C -5.540 0.006 -0.367  -0.2162
C -4.580 -0.972 -0.529  -0.1958
C -3.230 -0.635 -0.515  0.1124
N -2.294 -1.710 -0.726  0.5273
O -2.664 -2.831 -0.458  -0.3624
O -1.211 -1.449 -1.211  -0.4009
H -4.852 -2.006 -0.671  0.2449
H -6.586 -0.255 -0.384  0.2213
H -5.889 2.094 -0.045  0.2177
H -3.509 2.673 0.032  0.2133
H -0.865 0.866 -1.150  0.2592
H -1.275 2.108 0.063  0.2272

Its spin multiplicity is 1. The calculation puts the HOMO energy at -9.2 eV. Its LUMO energy is -0.144 eV. The total charge is 0.


Most stable of them? C.